121
Properties=species:S:1:pos:R:3 method="wB97M-V/def2-TZVPD" lumo_ev="-0.559 / -1.287" charge=0 relative_energy_ev=4.248 orbital_gap_ev="6.1 / 5.4" spin_multiplicity=2
Ti 0.3103 -0.4588 -0.7202
C 2.7515 2.8538 1.5342
C 2.9060 1.3852 1.7174
C 3.6923 0.6978 2.6662
C 3.5015 -0.6323 2.4107
N 2.6475 -0.7332 1.3662
N 2.2801 0.5087 0.9534
B 2.1963 -1.9748 0.5930
N 0.7048 -2.2893 1.0408
C 0.1552 -3.4107 1.5179
C -1.1248 -3.1217 1.9393
C -1.3088 -1.7678 1.6946
C -2.4735 -0.9378 2.1210
N -0.1906 -1.2590 1.1227
N 2.2685 -1.7253 -0.9449
C 2.7591 -2.6555 -1.7904
C 2.9635 -2.0499 -3.0074
C 2.5725 -0.7089 -2.8416
C 2.6453 0.3402 -3.8866
N 2.1501 -0.5262 -1.5836
N 3.1428 -3.1303 0.9153
C 4.4895 -3.0390 0.7595
C 5.0297 -4.2678 1.0225
C 3.9224 -5.0895 1.3314
C 3.9278 -6.5396 1.6922
N 2.7998 -4.3984 1.2535
H 3.7250 3.3429 1.5829
H 2.2889 3.0990 0.5786
H 2.1126 3.3082 2.2934
H 4.3087 1.1325 3.4366
H 3.8834 -1.5117 2.9021
H 0.7182 -4.3252 1.5185
H -1.8458 -3.7943 2.3715
H -3.1500 -1.5547 2.7130
H -2.1500 -0.0907 2.7210
H -3.0659 -0.5652 1.2936
H 2.9068 -3.6774 -1.4837
H 3.3248 -2.5030 -3.9155
H 3.0070 -0.1099 -4.8108
H 1.6728 0.7801 -4.0814
H 3.3255 1.1368 -3.5870
H 4.9585 -2.1087 0.4808
H 6.0707 -4.5450 0.9881
H 4.8265 -6.7792 2.2596
H 3.0492 -6.7899 2.2838
H 3.9239 -7.1632 0.7963
C -6.6576 -2.6447 -2.5882
C -5.5874 -3.5912 -3.1300
C -5.5352 -3.4353 -4.6576
C -5.9770 -5.0319 -2.7738
C -4.2016 -3.2610 -2.5796
C -3.9526 -2.1389 -1.7985
C -2.6271 -1.8494 -1.5292
Se -1.9411 -0.2040 -0.9594
C -2.1399 0.8804 -2.5783
C -3.3930 1.3625 -2.9005
C -3.4845 2.5931 -3.5409
C -2.3008 3.3140 -3.6421
C -1.0169 2.8862 -3.2709
C -0.9120 1.5489 -2.8630
O 0.1488 0.8821 -2.4442
C 0.0583 3.9724 -3.2896
C 0.2292 4.3641 -4.7769
C -0.2950 5.2352 -2.4884
C 1.4299 3.4995 -2.8038
C -4.8514 3.2487 -3.7675
C -4.7558 4.3875 -4.7908
C -5.3487 3.8114 -2.4326
C -5.8430 2.2132 -4.3060
C -1.5122 -2.5644 -1.9514
O -0.2995 -2.0091 -1.6522
C -1.7630 -3.7765 -2.6333
C -3.0948 -4.0445 -2.9379
C -0.6284 -4.7028 -3.0570
C -1.1299 -6.0016 -3.6932
C 0.1899 -5.0779 -1.8147
C 0.2413 -3.9676 -4.0829
H -7.6277 -2.9039 -3.0175
H -6.7438 -2.7143 -1.5015
H -6.4523 -1.6079 -2.8639
H -6.5202 -3.6160 -5.0964
H -5.2261 -2.4245 -4.9320
H -4.8292 -4.1372 -5.1046
H -6.9656 -5.2593 -3.1806
H -5.2704 -5.7537 -3.1851
H -6.0116 -5.1684 -1.6910
H -4.7322 -1.4919 -1.4202
H -4.2469 0.8245 -2.5049
H -2.3850 4.3531 -3.9381
H -0.6248 4.9348 -5.1454
H 1.1298 4.9711 -4.9046
H 0.3373 3.4715 -5.3966
H -1.3002 5.3082 -2.0795
H 0.3595 5.3946 -1.6386
H -0.1695 6.1192 -3.1213
H 1.8075 2.6864 -3.4133
H 2.1309 4.3365 -2.8692
H 1.4068 3.1923 -1.7573
H -4.2527 5.2653 -4.3833
H -4.2322 4.0536 -5.6886
H -5.7623 4.6947 -5.0847
H -4.6721 4.5666 -2.0325
H -6.3331 4.2710 -2.5699
H -5.4643 3.0277 -1.6810
H -5.4841 1.7979 -5.2499
H -6.0084 1.3863 -3.6136
H -6.8150 2.6788 -4.4872
H -3.2921 -4.9338 -3.5230
H -1.8031 -6.5404 -3.0231
H -1.6428 -5.8076 -4.6373
H -0.2750 -6.6480 -3.9007
H -0.4276 -5.6329 -1.1040
H 1.0446 -5.7029 -2.0912
H 0.5788 -4.2009 -1.3016
H -0.3314 -3.7613 -4.9899
H 0.5969 -3.0181 -3.6925
H 1.1187 -4.5649 -4.3507
Te -2.6396 2.4668 -0.0868
Te -0.9597 4.0802 1.1376
Te -1.2710 6.5636 1.8356
Te -0.3908 1.5980 0.2267